1.
The following is a DFT calculation (wB97M-V/def2-TZVPD) of a 2-piece molecular cluster, C6H8O2 overall.

```
16
C6H8O2 wB97M-V/def2-TZVPD
C 1.503 -0.959 -0.707
C 2.770 -1.280 -0.970
C 0.431 -0.627 -0.224
C -1.606 0.213 -0.833
C 1.479 1.073 2.056
C -3.070 0.222 -0.536
O -1.064 0.663 -1.785
O -0.848 -0.495 0.118
H 3.058 -0.879 -1.920
H 3.118 -1.932 -0.223
H 0.695 1.699 2.526
H 2.491 1.287 2.192
H 1.353 0.072 1.793
H -3.274 -0.327 0.363
H -3.616 -0.082 -1.576
H -3.419 1.352 -0.273
```

Values from the calculation:
Frontier orbital gap (spin up / spin down): 8.443 / 7.860 eV
Energy: -383.65794 a.u.
Total charge: 0
LUMO level (spin up / spin down): -0.29 / 0.25 eV
ΔE to the lowest compared entry with this formula, charge and spin: 158.2 kcal/mol

Charges in e, computed with Löwdin, in the same order as the atoms: C -0.121; C 0.028; C -0.102; C -0.510; C 0.109; C 0.006; O 0.144; O 0.062; H 0.061; H 0.051; H 0.013; H -0.034; H -0.058; H 0.059; H 0.151; H 0.142

***

2.
The following is a DFT calculation (wB97M-V/def2-TZVPD) of a 2-piece molecular cluster, C5H10BrN2 overall.

```
18
C5H10BrN2 wB97M-V/def2-TZVPD
Br -0.589 2.793 1.472
C -2.809 1.282 0.488
C -2.428 2.697 0.866
H -3.858 1.263 0.149
H -2.706 0.605 1.353
H -2.168 0.909 -0.328
H -2.506 3.402 0.016
H -3.043 3.099 1.694
C 2.202 -2.765 -0.448
C 1.401 -2.003 0.360
C 2.261 -0.673 -1.202
N 2.714 -1.915 -1.397
N 1.461 -0.722 -0.132
H 2.442 -3.828 -0.421
H 0.804 -2.269 1.232
H 2.498 0.209 -1.798
H 3.360 -2.183 -2.161
H 0.963 0.098 0.258
```

Values from the calculation:
Frontier orbital gap: 9.647 eV
Energy: -2879.81533 a.u.
Total charge: +1
LUMO level: -3.29 eV
ΔE to the lowest compared entry with this formula, charge and spin: 0.0 kcal/mol

Charges in e, computed with Löwdin, in the same order as the atoms: Br 0.584; C -0.214; C -0.673; H 0.083; H 0.070; H 0.060; H 0.064; H 0.067; C -0.022; C -0.019; C -0.038; N 0.100; N 0.111; H 0.145; H 0.146; H 0.171; H 0.203; H 0.161